[1]
Density functional theory data (ωB97M-V with the def2-TZVPD basis set) for one molecule with the formula C4H4O2 in a non-equilibrium geometry.

Results
HOMO-LUMO gap (spin up / spin down)	7.66 / 7.66	eV
F_max	0.07645	hartree/bohr
HOMO (spin up / spin down)	-9.8 / -9.8	eV
energy relative to the best compared isomer or geometry (same formula, charge and spin)	3.527	eV

Each line ends with the Mulliken charge.
Element x y z (Å)
C (0.21616, -0.80543, 1.64601)  0.660
C (-1.02488, 0.36169, -1.15320)  -0.612
C (0.20720, 0.56114, -0.80838)  -0.021
C (0.92174, 0.09039, 0.36815)  -0.146
O (-0.40263, -0.20714, 2.43249)  -0.483
O (0.46583, -1.96204, 1.19409)  -0.499
H (-1.52945, 0.97355, -1.95545)  0.216
H (-1.68489, -0.35591, -0.75218)  0.297
H (0.83651, 1.42787, -1.01746)  0.278
H (1.99442, -0.08412, 0.04592)  0.311

[2]
Density functional theory data (ωB97M-V with the def2-TZVPD basis set) for C16H45CdN4O5 as an isolated structure in a non-equilibrium geometry.

Results
HOMO-LUMO gap	8.06	eV
total charge	+1
F_max	0.05557	hartree/bohr
HOMO	-11.2	eV
energy relative to the best compared isomer or geometry (same formula, charge and spin)	0.715	eV

Each line ends with the Mulliken charge.
Element x y z (Å)
Cd (-1.57538, 0.95426, 0.87416)  0.221
O (0.28956, 0.40609, 0.50780)  0.763
H (1.20733, 0.44966, 0.17566)  -0.543
C (3.39715, -0.34820, 2.39841)  -1.073
C (3.36054, 1.17556, 2.04649)  0.137
C (3.67802, 1.40512, 0.51123)  0.249
O (3.84102, 2.82271, 0.34179)  -0.397
C (3.93011, 3.17396, -1.02384)  -0.806
N (2.10755, 1.83724, 2.33055)  -0.569
H (4.23822, -0.91966, 2.00584)  0.421
H (2.54557, -0.80572, 1.89484)  -0.015
H (3.34223, -0.45436, 3.48184)  0.303
H (4.12779, 1.64629, 2.66118)  0.454
H (2.85737, 0.99939, -0.08041)  -0.369
H (4.59258, 0.86617, 0.26386)  0.578
H (4.87713, 2.94669, -1.51332)  0.318
H (3.80940, 4.24790, -1.16588)  0.312
H (3.19086, 2.75909, -1.70903)  0.212
H (1.50767, 1.29497, 1.72540)  -0.228
H (2.08892, 2.75501, 1.90931)  0.367
C (-4.27341, 2.32666, -0.50792)  -1.271
C (-3.13450, 1.76055, -1.39404)  0.221
C (-1.90709, 2.65407, -1.53119)  -0.607
O (-1.16016, 2.72757, -0.25931)  -0.279
C (0.01963, 3.51378, -0.29554)  -0.773
N (-2.80580, 0.47880, -0.82501)  -0.323
H (-4.59201, 3.29522, -0.89326)  0.412
H (-3.93240, 2.49670, 0.51329)  0.218
H (-5.10115, 1.61798, -0.48071)  0.385
H (-3.52573, 1.60991, -2.40019)  0.384
H (-2.08612, 3.66333, -1.90194)  0.515
H (-1.29910, 2.19432, -2.31035)  0.336
H (0.44037, 3.74302, 0.68350)  0.274
H (-0.11699, 4.44627, -0.84317)  0.317
H (0.82335, 3.00658, -0.82928)  0.223
H (-2.26942, -0.01299, -1.52540)  0.151
H (-3.58472, -0.15673, -0.72760)  0.367
C (-0.55306, -1.52017, 3.25307)  -1.420
C (-1.59304, -1.97799, 2.25681)  0.653
C (-2.57911, -2.94742, 2.89053)  -0.992
O (-3.43582, -3.45058, 1.87740)  -0.291
C (-4.38518, -4.32765, 2.40419)  -0.761
N (-2.38659, -0.85699, 1.71202)  -0.567
H (0.16704, -0.82368, 2.82358)  0.058
H (0.12735, -2.26997, 3.65672)  0.444
H (-0.92789, -0.93702, 4.09422)  0.357
H (-1.00322, -2.50598, 1.50754)  0.151
H (-3.08407, -2.37494, 3.66859)  0.440
H (-2.08500, -3.81892, 3.31998)  0.546
H (-5.01261, -3.87867, 3.17416)  0.336
H (-3.86704, -5.18480, 2.83421)  0.305
H (-5.06773, -4.68256, 1.63201)  0.247
H (-2.99012, -1.31773, 1.04601)  0.450
H (-3.01548, -0.64971, 2.47467)  0.338
C (0.02856, -1.60925, -4.24009)  -1.508
C (0.11706, -1.65118, -2.70113)  0.183
C (1.54586, -1.84210, -2.15687)  -0.774
O (2.37030, -0.71963, -2.56265)  -0.351
C (3.77139, -1.06979, -2.39529)  -0.730
N (-0.42531, -0.49605, -2.12644)  -0.166
H (-0.94899, -1.28293, -4.59504)  0.382
H (0.32374, -2.59156, -4.60896)  0.408
H (0.79047, -0.90165, -4.56703)  0.283
H (-0.52093, -2.46746, -2.36238)  0.429
H (1.92072, -2.72610, -2.67275)  0.642
H (1.52483, -2.07828, -1.09296)  0.292
H (4.40943, -0.31424, -2.85370)  0.239
H (4.03759, -2.00082, -2.89570)  0.329
H (3.85721, -1.12529, -1.31009)  0.256
H (0.07863, 0.32812, -2.42120)  0.202
H (-0.09741, -0.50420, -1.17119)  -0.295

[3]
Density functional theory data (ωB97M-V with the def2-TZVPD basis set) for a 2-piece molecular cluster, C22H20F6NO overall in a non-equilibrium geometry.

Results
HOMO-LUMO gap	5.16	eV
total charge	+1
F_max	0.04293	hartree/bohr
HOMO	-11.4	eV
energy relative to the best compared isomer or geometry (same formula, charge and spin)	0.000	eV

Each line ends with the Mulliken charge.
Element x y z (Å)
C (1.45224, -2.80820, 4.02069)  -1.099
C (1.36751, -2.34922, 2.59281)  0.624
N (2.43027, -1.56266, 2.18906)  -0.082
C (2.62233, -1.08898, 0.90982)  0.381
C (1.95906, -1.40285, -0.22985)  -0.509
C (2.67060, -0.90589, -1.44239)  -0.935
C (3.73054, 0.08626, -0.86407)  -0.645
C (3.78378, -0.14159, 0.66077)  -0.815
O (0.42987, -2.63484, 1.85165)  -0.590
H (2.39450, -2.52769, 4.50195)  0.301
H (0.61476, -2.37562, 4.57833)  0.290
H (1.34450, -3.89670, 4.03903)  0.330
H (3.12652, -1.33272, 2.89015)  0.287
H (1.14745, -2.11510, -0.29947)  0.793
H (3.19711, -1.72107, -1.96973)  0.316
H (2.00729, -0.42997, -2.17407)  0.230
H (4.71068, -0.06769, -1.32642)  0.322
H (3.41776, 1.11531, -1.07072)  0.278
H (3.67282, 0.80307, 1.21982)  0.306
H (4.74126, -0.59039, 0.97570)  0.380
F (-5.14343, -1.52779, -4.54043)  -0.252
C (-3.99732, -2.22100, -4.27430)  0.861
F (-4.35679, -3.52986, -4.09497)  -0.244
F (-3.22865, -2.16868, -5.41077)  -0.232
C (-3.24722, -1.67424, -3.09917)  0.355
C (-2.29709, -2.48312, -2.47751)  -1.082
C (-1.54821, -1.96121, -1.44460)  -0.448
C (-1.68083, -0.59976, -1.04292)  0.199
C (-0.79490, -0.11013, -0.05025)  -0.009
C (-0.67457, 1.24056, 0.36676)  0.899
C (-1.04101, 2.37421, -0.42295)  -0.631
C (-1.01438, 3.64822, 0.11248)  -0.991
C (-0.54871, 3.83351, 1.41326)  0.379
C (-0.51896, 5.22212, 1.97506)  0.807
F (-0.33090, 5.24221, 3.32695)  -0.258
F (0.49162, 5.96143, 1.41482)  -0.229
F (-1.68578, 5.89713, 1.72899)  -0.243
C (-0.07905, 2.76903, 2.17963)  -0.889
C (-0.13571, 1.49572, 1.65826)  -0.458
C (-2.74113, 0.15287, -1.63820)  -0.489
C (-3.48449, -0.36740, -2.68136)  -0.949
H (-2.15160, -3.50815, -2.80366)  0.454
H (-0.83480, -2.58891, -0.91218)  0.380
H (-0.32924, -0.86166, 0.58812)  0.462
H (-1.35664, 2.24732, -1.45935)  0.854
H (-1.35456, 4.50192, -0.47184)  0.433
H (0.31372, 2.93855, 3.17643)  0.508
H (0.19304, 0.64711, 2.25933)  0.332
H (-2.99431, 1.14353, -1.26252)  0.839
H (-4.24899, 0.23301, -3.16619)  0.481

[4]
Density functional theory data (ωB97M-V with the def2-TZVPD basis set) for C34H51BrN2P2Zn as an isolated structure in a non-equilibrium geometry.

Results
HOMO-LUMO gap	6.92	eV
total charge	+2
F_max	0.06704	hartree/bohr
HOMO	-13.5	eV
energy relative to the best compared isomer or geometry (same formula, charge and spin)	0.000	eV

Each line ends with the Mulliken charge.
Element x y z (Å)
C (2.08097, 4.02850, -0.75578)  -0.361
C (1.02206, 3.34767, -1.41963)  0.435
C (1.08948, 3.21730, -2.83447)  -0.186
C (2.21836, 3.71226, -3.49303)  -0.588
N (3.22275, 4.30086, -2.84314)  -0.507
C (3.15870, 4.48341, -1.52356)  -0.423
C (-0.04619, 2.78868, -0.69874)  -0.876
C (-0.77042, 1.88977, -0.17141)  -1.087
C (-2.13966, 1.98140, 0.31967)  2.917
C (-2.76012, 0.89517, 0.96982)  0.251
C (-4.08622, 0.92948, 1.36102)  -1.392
C (-4.80461, 2.07875, 1.06865)  -0.355
C (-4.22359, 3.22192, 0.49680)  -0.642
C (-2.87642, 3.15861, 0.12982)  -1.050
Zn (-0.41789, -0.33229, 0.27792)  2.819
P (1.94496, -0.56077, -0.49351)  -0.413
H (0.28674, 2.73273, -3.39564)  0.484
H (2.05971, 4.17785, 0.32491)  0.464
H (2.30084, 3.61757, -4.57676)  0.407
H (3.98769, 5.00274, -1.04358)  0.401
H (-2.35604, 3.99593, -0.33200)  0.504
H (-2.23582, -0.03274, 1.24687)  -0.793
H (-4.79681, 4.12537, 0.33851)  0.506
H (-4.53352, 0.07807, 1.86761)  0.548
C (2.61946, -2.25916, -0.21396)  -0.251
C (3.84051, -2.72054, -1.00821)  -1.531
H (1.78095, -2.94470, -0.41330)  0.286
H (2.82798, -2.32642, 0.86519)  0.543
H (4.04700, -3.76292, -0.73077)  0.449
H (3.67421, -2.70132, -2.09261)  0.275
H (4.74685, -2.14751, -0.77701)  0.310
C (2.17853, -0.21215, -2.28863)  0.125
C (3.56238, 0.22916, -2.75526)  -1.605
H (1.44840, 0.57482, -2.53218)  0.089
H (1.86656, -1.11492, -2.83444)  0.380
H (3.54494, 0.33756, -3.84822)  0.462
H (3.84781, 1.20735, -2.34566)  0.235
H (4.34899, -0.50048, -2.52115)  0.279
C (3.08624, 0.58149, 0.38999)  0.881
C (4.56729, 0.21333, 0.43027)  -1.579
H (2.70488, 0.64510, 1.42043)  -0.386
H (2.94857, 1.57906, -0.05518)  -0.142
H (5.10290, 0.98149, 1.00446)  0.462
H (4.74394, -0.74786, 0.92941)  0.350
H (5.02940, 0.18404, -0.56458)  0.272
Br (-6.65835, 2.04086, 1.52644)  -0.123
P (-1.66382, -1.59848, -1.55297)  -0.167
C (-0.61021, -2.54975, -2.71752)  -0.154
C (-1.24482, -3.80500, -3.30893)  -1.447
H (0.30755, -2.81155, -2.15976)  0.093
H (-0.29859, -1.86080, -3.51979)  0.495
H (-0.49639, -4.30950, -3.93286)  0.453
H (-1.55928, -4.51085, -2.52904)  0.304
H (-2.10366, -3.57418, -3.95432)  0.282
C (-2.79605, -2.74316, -0.66436)  -0.478
C (-4.08598, -3.13758, -1.37957)  -1.406
H (-3.03867, -2.23723, 0.28661)  0.296
H (-2.20828, -3.63695, -0.39883)  0.456
H (-4.65795, -3.79314, -0.71077)  0.450
H (-4.71530, -2.26635, -1.60232)  0.314
H (-3.90255, -3.69795, -2.30593)  0.271
C (-2.69329, -0.42531, -2.52201)  -0.285
C (-3.15993, -0.91763, -3.89152)  -1.375
H (-2.07823, 0.48434, -2.62658)  0.180
H (-3.55083, -0.14699, -1.88859)  0.428
H (-3.73007, -0.11144, -4.37077)  0.451
H (-2.31612, -1.16264, -4.54992)  0.307
H (-3.82609, -1.78898, -3.82078)  0.264
C (1.64734, 1.25750, 3.90172)  -0.794
N (0.24630, 1.50357, 4.33482)  0.111
C (0.00736, 2.95190, 4.59108)  -0.743
C (-0.74899, 0.92641, 3.33826)  -0.848
C (-0.60736, -0.56953, 3.26722)  2.372
C (-0.69526, -1.29862, 4.46987)  -0.703
C (-0.44186, -2.66783, 4.47874)  -1.110
C (-0.11907, -3.30976, 3.29032)  -0.925
C (-0.07722, -2.58531, 2.08643)  0.973
C (-0.35764, -1.22597, 2.06690)  -1.739
H (1.80592, 1.77594, 2.94967)  0.337
H (1.80145, 0.18114, 3.78442)  0.284
H (2.31963, 1.66402, 4.66248)  0.519
H (0.09898, 0.99390, 5.22011)  0.446
H (0.17329, 3.50606, 3.66263)  0.276
H (-1.02807, 3.07977, 4.92992)  0.350
H (0.70443, 3.28812, 5.36587)  0.376
H (-1.74231, 1.24689, 3.67922)  0.483
H (-0.53604, 1.41687, 2.37714)  -0.021
H (-0.96621, -0.78604, 5.39940)  0.474
H (-0.50260, -3.23313, 5.41692)  0.400
H (0.08524, -4.38174, 3.27639)  0.501
H (0.17687, -3.10755, 1.16562)  0.405

[5]
Density functional theory data (ωB97M-V with the def2-TZVPD basis set) for C35H26BCl3F3N9SbTi as an isolated structure in a non-equilibrium geometry.

Results
HOMO-LUMO gap (spin up / spin down)	5.64 / 5.64	eV
total charge	+1
F_max	0.07407	hartree/bohr
HOMO (spin up / spin down)	-10.1 / -10.1	eV
energy relative to the best compared isomer or geometry (same formula, charge and spin)	1.535	eV

Each line ends with the Mulliken charge.
Element x y z (Å)
Ti (1.80895, -0.12515, 0.27340)  -1.210
C (1.31623, 2.50054, 3.45610)  -1.409
C (0.87570, 1.36745, 2.79205)  -0.669
N (1.29999, 1.39119, 1.52245)  1.864
N (2.02620, 2.52124, 1.36088)  -0.012
C (2.04949, 3.20002, 2.51007)  -0.307
B (2.67924, 2.85953, 0.00043)  0.268
N (3.84228, 1.86988, -0.26324)  -0.323
C (5.15900, 2.06950, -0.36227)  -0.170
C (5.77400, 0.85683, -0.63285)  -1.177
C (4.73727, -0.06266, -0.67138)  -0.366
N (3.57312, 0.56302, -0.45824)  1.168
N (1.61139, 2.51622, -1.06217)  -0.306
C (1.05617, 3.27545, -2.01135)  -0.396
C (0.20326, 2.48734, -2.76615)  -1.264
C (0.29630, 1.22479, -2.19296)  -1.091
N (1.14981, 1.24992, -1.16042)  1.711
H (1.13983, 2.76699, 4.48284)  0.523
H (0.27960, 0.54979, 3.16073)  0.590
H (2.57871, 4.13515, 2.58939)  0.506
H (3.03289, 3.99073, -0.06091)  -0.068
H (5.58427, 3.05234, -0.24642)  0.487
H (6.82156, 0.66119, -0.77542)  0.457
H (4.77295, -1.12897, -0.82410)  0.570
H (1.29528, 4.32211, -2.10332)  0.498
H (-0.40076, 2.78262, -3.60578)  0.512
H (-0.18895, 0.31189, -2.49252)  0.977
Cl (3.62334, -0.10647, 2.16551)  -0.360
C (2.68979, -2.95731, 3.17714)  0.292
Cl (4.07539, -3.86097, 2.73568)  -0.178
Cl (2.29104, -2.78542, 4.82733)  -0.178
C (2.00438, -2.32279, 2.23673)  -0.578
N (1.34582, -1.81490, 1.36728)  0.322
N (3.50846, -1.02149, -5.79480)  -0.457
C (3.00566, -1.44835, -4.85497)  -0.341
C (2.39901, -1.95724, -3.66212)  -0.049
C (1.82283, -3.22588, -3.60213)  -0.406
C (1.25321, -3.60865, -2.40044)  -1.076
C (1.29399, -2.75227, -1.31856)  -0.248
N (1.86957, -1.53366, -1.35615)  1.490
C (2.39269, -1.15203, -2.53335)  -0.287
H (1.82620, -3.87638, -4.46568)  0.557
H (0.78365, -4.57616, -2.29589)  0.551
H (0.86646, -3.04571, -0.36952)  0.353
H (2.82469, -0.16636, -2.60242)  0.524
F (-4.64320, -5.17299, 2.60070)  -0.326
C (-3.91943, -4.14147, 2.15481)  0.159
C (-4.56706, -3.10084, 1.51150)  -0.711
C (-3.81529, -2.03750, 1.04165)  -0.208
C (-2.43554, -2.01859, 1.22267)  0.158
C (-1.80985, -3.07754, 1.87679)  -0.569
C (-2.55169, -4.15030, 2.34966)  -0.659
Sb (-1.25643, -0.42080, 0.41394)  0.622
C (-2.53927, -0.13184, -1.28888)  0.603
C (-3.48982, 0.88016, -1.35053)  -0.436
C (-4.30481, 1.01392, -2.46635)  -0.734
C (-4.14727, 0.12898, -3.51544)  0.186
F (-4.91867, 0.26394, -4.59987)  -0.336
C (-3.21744, -0.89429, -3.47976)  -0.602
C (-2.41414, -1.01761, -2.35752)  -0.544
C (-2.04087, 1.20286, 1.57122)  0.337
C (-2.75756, 0.99756, 2.74342)  -0.746
C (-3.18452, 2.08023, 3.50026)  -0.692
C (-2.87674, 3.35602, 3.06799)  0.128
F (-3.27273, 4.40390, 3.79861)  -0.347
C (-2.17078, 3.58936, 1.90024)  -0.681
C (-1.74644, 2.50102, 1.15742)  -0.187
H (-5.64030, -3.13404, 1.38093)  0.457
H (-4.30912, -1.22048, 0.52976)  0.459
H (-0.73697, -3.06827, 2.02828)  0.322
H (-2.08642, -4.98188, 2.86152)  0.502
H (-3.60913, 1.56600, -0.52217)  0.405
H (-5.05706, 1.78940, -2.52379)  0.485
H (-3.13766, -1.57423, -4.31777)  0.470
H (-1.69423, -1.83051, -2.31183)  0.476
H (-2.98778, -0.00968, 3.07029)  0.453
H (-3.75046, 1.94187, 4.41186)  0.475
H (-1.97163, 4.60637, 1.58910)  0.480
H (-1.18967, 2.66433, 0.23881)  0.306

[6]
Density functional theory data (ωB97M-V with the def2-TZVPD basis set) for C3H5NO as an isolated structure in a non-equilibrium geometry.

Results
HOMO-LUMO gap	10.63	eV
F_max	0.10649	hartree/bohr
HOMO	-10.0	eV
energy relative to the best compared isomer or geometry (same formula, charge and spin)	2.629	eV

Each line ends with the Mulliken charge.
Element x y z (Å)
C (0.85604, 0.06765, -1.31096)  0.407
C (-0.14328, 0.72972, -0.59402)  -0.763
C (-0.78199, -0.48213, 0.81306)  -0.225
N (1.60780, -0.44334, -2.01995)  -0.389
O (0.46296, -1.08302, 1.21237)  -0.507
H (0.33848, 1.65123, -0.08129)  0.279
H (-1.11848, 1.05154, -1.13076)  0.308
H (-1.35450, -1.32629, 0.38082)  0.331
H (-1.14575, 0.36438, 1.56714)  0.249
H (1.27871, -0.52975, 1.16359)  0.310